[1]
Entry from the Open Molecules 2025 dataset: a molecular structure, C41H30N9O4RbS3 (ωB97M-V/def2-TZVPD).

Positions of all 88 atoms, in Å:
Rb -0.174 -0.527 1.322
N 4.482 -10.341 -3.025
C 4.015 -9.332 -2.666
C 3.400 -8.125 -2.271
C 4.136 -7.196 -1.543
C 3.486 -6.022 -1.162
C 2.136 -5.775 -1.467
C 1.432 -6.747 -2.218
C 2.062 -7.902 -2.637
C 1.491 -4.488 -1.005
C 0.543 -4.485 0.023
C 0.062 -5.739 0.644
C -0.892 -5.371 1.586
C -0.940 -3.936 1.528
N -0.102 -3.406 0.625
C 1.856 -3.286 -1.652
C 2.851 -3.252 -2.739
C 2.853 -1.964 -3.206
C 1.914 -1.256 -2.396
N 1.365 -2.008 -1.425
H 5.184 -7.391 -1.336
H 4.028 -5.274 -0.554
H 0.384 -6.620 -2.444
H 1.569 -8.666 -3.208
H 0.373 -6.749 0.395
H -1.475 -6.015 2.235
H -1.581 -3.243 2.049
H 3.438 -4.099 -3.074
H 3.397 -1.550 -4.033
H 1.627 -0.224 -2.489
O 2.348 3.151 3.276
C 1.584 2.415 2.589
O 1.767 1.211 2.205
C 0.337 3.140 2.140
C 0.063 4.408 2.673
C -0.977 5.143 2.125
C -1.725 4.616 1.078
C -1.429 3.330 0.653
N -0.471 2.616 1.204
H 0.631 4.757 3.535
H -1.239 6.129 2.489
H -2.502 5.169 0.522
H -1.992 2.865 -0.155
S 2.928 5.134 -3.605
C 2.020 3.815 -2.818
C 2.396 3.248 -1.614
C 1.686 2.168 -1.138
N 0.605 1.685 -1.719
C 0.220 2.240 -2.886
C 0.874 3.334 -3.444
C 4.275 4.144 -4.274
C 4.058 3.344 -5.409
C 5.084 2.487 -5.808
N 6.258 2.435 -5.225
C 6.441 3.179 -4.142
C 5.470 4.000 -3.588
H 3.288 3.627 -1.113
H 2.003 1.729 -0.179
H -0.622 1.780 -3.394
H 0.581 3.703 -4.442
H 3.110 3.323 -5.932
H 4.928 1.803 -6.647
H 7.422 3.034 -3.669
H 5.686 4.465 -2.632
N -7.682 4.556 3.604
C -6.571 3.759 3.866
C -5.436 3.816 2.984
C -4.277 3.105 3.255
C -4.270 2.286 4.379
C -5.326 2.215 5.288
C -6.476 2.925 5.011
S -2.799 1.287 4.642
O -3.147 0.344 5.686
O -1.621 2.143 4.712
N -2.514 0.489 3.156
C -3.219 -0.539 2.793
S -4.757 -1.079 3.745
C -5.198 -1.930 2.362
C -4.160 -1.994 1.451
N -3.065 -1.333 1.701
H -7.468 5.407 3.087
H -8.317 4.750 4.375
H -5.529 4.427 2.091
H -3.392 3.197 2.624
H -5.164 1.635 6.187
H -7.320 2.893 5.673
H -6.170 -2.450 2.285
H -4.152 -2.554 0.528

Summary:
HOMO level (Ha): -0.07814
Electronic energy (eV): -97766.90317
Net charge: -2
ΔE to the lowest compared entry with this formula, charge and spin (kcal/mol): 15.1
Gap between HOMO and LUMO (eV): 5.482

[2]
Entry from the Open Molecules 2025 dataset: a molecular structure, C41H31OPSSbTi (ωB97M-V/def2-TZVPD).

Positions of all 77 atoms, in Å:
Ti 0.023 -1.278 0.086
C 5.199 0.639 -3.249
C 5.093 -0.761 -3.206
C 4.210 -1.411 -2.355
C 3.416 -0.614 -1.481
C 3.592 0.765 -1.426
C 4.478 1.398 -2.306
P 2.408 -1.435 -0.168
C 1.624 -2.830 -0.895
C 1.181 -2.979 -2.216
C 0.552 -4.105 -2.702
C 0.241 -5.135 -1.804
C 0.510 -4.929 -0.472
C 1.258 -3.840 0.001
C 3.072 -1.691 1.491
C 4.326 -1.830 1.947
C 4.568 -1.808 3.362
C 3.552 -1.817 4.283
C 2.214 -1.768 3.830
C 1.033 -1.837 4.562
C -0.256 -1.797 4.064
C -0.421 -1.549 2.691
C 0.713 -1.508 1.918
C 1.983 -1.620 2.414
H 5.826 1.091 -3.965
H 5.575 -1.374 -3.994
H 4.007 -2.469 -2.385
H 2.967 1.364 -0.765
H 4.594 2.457 -2.258
H 1.352 -2.146 -2.915
H 0.319 -4.128 -3.784
H -0.252 -6.014 -2.111
H 0.282 -5.718 0.295
H 1.367 -3.779 1.044
H 5.167 -1.945 1.213
H 5.629 -1.783 3.698
H 3.791 -1.802 5.321
H 1.127 -1.855 5.645
H -1.078 -1.716 4.797
H -1.494 -1.478 2.307
O -2.719 -2.901 -1.280
C -1.735 -2.501 -0.923
S 0.272 0.880 -0.641
Sb -1.802 1.979 -0.422
C -2.845 1.922 -2.288
C -2.054 1.456 -3.364
C -2.639 1.421 -4.598
C -3.987 1.841 -4.782
C -4.720 2.361 -3.721
C -4.126 2.438 -2.486
C -1.395 3.959 0.302
C -0.285 3.850 1.150
C 0.134 4.978 1.839
C -0.559 6.185 1.709
C -1.630 6.273 0.862
C -2.030 5.195 0.094
C -2.814 0.777 0.980
C -2.528 0.832 2.292
C -3.266 0.065 3.210
C -4.244 -0.787 2.739
C -4.452 -0.877 1.380
C -3.760 -0.103 0.438
H -1.038 1.086 -3.347
H -2.105 1.127 -5.453
H -4.434 1.672 -5.749
H -5.731 2.703 -3.704
H -4.586 2.869 -1.623
H 0.345 2.972 1.235
H 1.048 4.999 2.343
H -0.188 7.096 2.255
H -2.152 7.194 0.788
H -2.829 5.254 -0.596
H -1.822 1.596 2.696
H -3.069 0.272 4.274
H -4.882 -1.328 3.418
H -5.189 -1.600 1.122
H -3.929 -0.121 -0.666

Summary:
HOMO level (Ha): -0.60691
Electronic energy (eV): -94816.57909
Net charge: +3
Gap between HOMO and LUMO (eV): 6.642

[3]
Entry from the Open Molecules 2025 dataset: a molecular structure, C41H33AuIPSb (ωB97M-V/def2-TZVPD).

Positions of all 78 atoms, in Å:
Au 0.392 1.128 0.592
C 6.840 0.451 -1.029
C 6.164 1.355 -0.222
C 4.850 1.116 0.128
C 4.205 -0.030 -0.338
C 4.875 -0.932 -1.161
C 6.200 -0.693 -1.484
P 2.490 -0.251 0.211
C 1.852 -1.619 -0.788
C 1.546 -2.880 -0.288
C 1.106 -3.864 -1.158
C 0.955 -3.593 -2.508
C 1.222 -2.324 -3.000
C 1.664 -1.337 -2.142
C 2.627 -0.792 1.926
C 3.799 -1.300 2.440
C 3.858 -1.692 3.782
C 2.739 -1.632 4.567
C 1.507 -1.175 4.057
C 0.319 -1.182 4.818
C -0.853 -0.720 4.291
C -0.864 -0.142 3.008
C 0.274 -0.085 2.258
C 1.463 -0.675 2.724
H 7.868 0.641 -1.299
H 6.658 2.249 0.125
H 4.308 1.802 0.766
H 4.372 -1.820 -1.520
H 6.741 -1.402 -2.096
H 1.661 -3.092 0.766
H 0.889 -4.851 -0.779
H 0.627 -4.370 -3.182
H 1.095 -2.101 -4.049
H 1.882 -0.343 -2.508
H 4.675 -1.394 1.816
H 4.793 -2.046 4.185
H 2.784 -1.930 5.603
H 0.342 -1.573 5.825
H -1.774 -0.759 4.854
H -1.795 0.280 2.636
I 2.230 2.925 -1.849
C 0.393 2.778 -0.772
H -0.390 2.656 -1.508
H 0.256 3.703 -0.229
C -7.805 -0.106 0.316
C -7.000 0.255 1.385
C -5.626 0.304 1.226
C -5.058 0.004 -0.002
C -5.858 -0.369 -1.069
C -7.234 -0.417 -0.906
Sb -2.898 0.210 -0.163
C -2.582 -0.161 -2.266
C -2.786 -1.441 -2.758
C -2.540 -1.717 -4.092
C -2.072 -0.719 -4.931
C -1.850 0.554 -4.434
C -2.095 0.829 -3.101
C -2.944 2.369 -0.034
C -3.557 3.137 -1.009
C -3.552 4.518 -0.899
C -2.991 5.125 0.211
C -2.424 4.354 1.211
C -2.382 2.977 1.075
H -8.876 -0.150 0.441
H -7.435 0.489 2.345
H -4.994 0.580 2.061
H -5.419 -0.619 -2.027
H -7.859 -0.706 -1.738
H -3.150 -2.223 -2.102
H -2.717 -2.710 -4.477
H -1.878 -0.933 -5.970
H -1.491 1.338 -5.083
H -1.927 1.825 -2.717
H -4.040 2.664 -1.852
H -3.982 5.123 -1.683
H -3.012 6.200 0.307
H -2.000 4.821 2.087
H -1.913 2.372 1.840

Summary:
HOMO level (alpha / beta) (Ha): -0.38843 / -0.38845
Electronic energy (eV): -70663.55422
Net charge: +1
ΔE to the lowest compared entry with this formula, charge and spin (kcal/mol): 0.8
Gap between HOMO and LUMO (alpha / beta) (eV): 4.929 / 4.930

[4]
Entry from the Open Molecules 2025 dataset: a molecular structure, C41H33BrGeMnN4O3S (ωB97M-V/def2-TZVPD).

Positions of all 85 atoms, in Å:
Mn -0.994 0.512 0.972
Br 6.458 5.207 6.614
C 5.949 5.206 4.794
C 4.623 4.970 4.456
C 4.251 4.949 3.124
C 5.209 5.137 2.117
C 6.532 5.420 2.486
C 6.905 5.448 3.813
N 4.948 5.092 0.765
N 3.811 4.712 0.290
C 3.181 3.559 0.567
C 3.716 2.500 1.323
C 2.940 1.426 1.742
C 1.597 1.328 1.365
O 0.760 0.439 1.804
C 1.104 2.289 0.406
N -0.156 2.053 -0.053
C -0.698 2.911 -0.892
C -0.018 4.053 -1.335
C 1.258 4.295 -0.889
C 1.856 3.396 0.014
H 3.889 4.801 5.231
H 3.217 4.777 2.857
H 7.256 5.594 1.701
H 7.929 5.652 4.093
H 4.758 2.554 1.612
H 3.352 0.662 2.388
H -1.699 2.682 -1.239
H -0.505 4.726 -2.027
H 1.816 5.159 -1.223
O -2.247 -0.983 1.869
C -3.150 -0.523 1.113
O -2.859 0.401 0.294
C -4.583 -0.896 1.317
C -5.011 -0.066 2.534
Ge -4.398 1.798 2.492
C -5.058 2.582 4.168
C -4.482 3.756 4.661
C -4.940 4.342 5.832
C -5.983 3.758 6.539
C -6.560 2.588 6.072
C -6.101 2.009 4.894
C -2.465 2.050 2.679
C -1.860 3.166 2.096
C -0.578 3.560 2.466
C 0.119 2.836 3.421
C -0.469 1.724 4.011
C -1.752 1.342 3.650
C -5.089 2.903 1.042
C -5.046 2.509 -0.298
C -5.538 3.339 -1.297
C -6.071 4.579 -0.977
C -6.112 4.987 0.347
C -5.632 4.153 1.349
H -4.686 -1.966 1.495
H -5.162 -0.619 0.437
H -4.605 -0.516 3.443
H -6.097 -0.050 2.633
H -3.658 4.217 4.128
H -4.483 5.254 6.195
H -6.339 4.212 7.456
H -7.369 2.125 6.622
H -6.568 1.096 4.545
H -2.412 3.752 1.368
H -0.130 4.436 2.014
H 1.121 3.133 3.704
H 0.070 1.164 4.765
H -2.221 0.506 4.158
H -4.617 1.553 -0.564
H -5.495 3.019 -2.331
H -6.462 5.223 -1.754
H -6.515 5.959 0.605
H -5.694 4.476 2.381
S 0.029 -1.533 -0.469
C 0.795 -2.347 0.800
N 0.219 -2.406 2.027
C 0.773 -2.993 3.109
C 1.978 -3.614 3.016
C 2.615 -3.623 1.758
C 2.041 -3.015 0.680
H -0.670 -1.911 2.122
H 0.203 -2.932 4.024
H 2.427 -4.077 3.881
H 3.574 -4.113 1.652
H 2.520 -2.999 -0.288

Summary:
HOMO level (alpha / beta) (Ha): -0.24247 / -0.24110
Electronic energy (eV): -223868.97839
2S+1: 2
Gap between HOMO and LUMO (alpha / beta) (eV): 5.634 / 5.596

[5]
Entry from the Open Molecules 2025 dataset: a molecular structure, C41H33Cl3N2OP2PtS3 (ωB97M-V/def2-TZVPD).

Positions of all 86 atoms, in Å:
Pt -0.252 -0.849 -0.441
S 0.421 -2.344 1.571
P 1.918 -2.571 0.240
C 1.703 -1.162 -0.652
P 1.887 -0.833 -2.292
S 0.549 0.648 -2.502
C 1.424 -2.143 -3.493
C 2.008 -2.217 -4.758
C 1.558 -3.142 -5.694
C 0.513 -3.997 -5.378
C -0.089 -3.917 -4.128
C 0.357 -2.992 -3.198
C 3.636 -0.510 -2.654
C 4.535 -1.521 -2.986
C 5.898 -1.256 -3.044
C 6.369 0.021 -2.772
C 5.479 1.035 -2.442
C 4.117 0.769 -2.377
C 1.752 -4.180 -0.612
C 0.642 -5.000 -0.423
C 0.506 -6.175 -1.156
C 1.474 -6.534 -2.085
C 2.596 -5.732 -2.260
C 2.737 -4.569 -1.519
C 3.623 -2.682 0.849
C 4.087 -3.841 1.476
C 5.381 -3.894 1.970
C 6.219 -2.791 1.836
C 5.761 -1.639 1.213
C 4.460 -1.579 0.726
H 2.816 -1.545 -5.019
H 2.019 -3.186 -6.673
H 0.163 -4.719 -6.107
H -0.909 -4.581 -3.878
H -0.117 -2.920 -2.229
H 4.173 -2.516 -3.207
H 6.591 -2.050 -3.296
H 7.432 0.226 -2.822
H 5.845 2.031 -2.226
H 3.415 1.549 -2.104
H -0.100 -4.720 0.316
H -0.352 -6.819 -0.992
H 1.364 -7.445 -2.660
H 3.360 -6.014 -2.975
H 3.625 -3.957 -1.634
H 3.434 -4.702 1.570
H 5.740 -4.792 2.457
H 7.229 -2.832 2.224
H 6.415 -0.782 1.107
H 4.080 -0.685 0.246
Cl -5.709 -10.778 -1.429
C -5.114 -9.172 -1.154
C -5.596 -8.118 -1.906
C -5.111 -6.843 -1.657
C -4.155 -6.583 -0.676
C -3.612 -5.181 -0.431
C -4.341 -4.120 -1.246
N -3.804 -2.787 -1.006
C -4.320 -1.625 -1.547
C -3.447 -0.639 -1.221
N -2.406 -1.169 -0.488
C -2.655 -2.461 -0.384
O -3.566 -4.845 0.940
C -4.827 -4.736 1.595
C -4.576 -4.707 3.065
C -3.960 -3.677 3.706
Cl -3.432 -2.205 2.999
S -3.748 -3.969 5.375
C -4.499 -5.499 5.248
C -4.885 -5.764 3.972
C -3.676 -7.681 0.042
Cl -2.413 -7.530 1.223
C -4.152 -8.963 -0.183
H -6.339 -8.288 -2.673
H -5.506 -6.033 -2.255
H -2.563 -5.170 -0.748
H -5.406 -4.108 -1.011
H -4.229 -4.351 -2.306
H -5.239 -1.613 -2.109
H -3.495 0.412 -1.450
H -2.064 -3.146 0.201
H -5.462 -5.592 1.344
H -5.337 -3.818 1.282
H -4.612 -6.118 6.124
H -5.374 -6.682 3.670
H -3.760 -9.791 0.390

Summary:
HOMO level (Ha): -0.24424
Electronic energy (eV): -139978.84169
ΔE to the lowest compared entry with this formula, charge and spin (kcal/mol): 9.4
Gap between HOMO and LUMO (eV): 6.883

- Look up the electronic energy of the fifth one.
  -139978.84169 eV

Repeat the third record exactly.
Entry from the Open Molecules 2025 dataset: a molecular structure, C41H33AuIPSb (ωB97M-V/def2-TZVPD).

Positions of all 78 atoms, in Å:
Au 0.392 1.128 0.592
C 6.840 0.451 -1.029
C 6.164 1.355 -0.222
C 4.850 1.116 0.128
C 4.205 -0.030 -0.338
C 4.875 -0.932 -1.161
C 6.200 -0.693 -1.484
P 2.490 -0.251 0.211
C 1.852 -1.619 -0.788
C 1.546 -2.880 -0.288
C 1.106 -3.864 -1.158
C 0.955 -3.593 -2.508
C 1.222 -2.324 -3.000
C 1.664 -1.337 -2.142
C 2.627 -0.792 1.926
C 3.799 -1.300 2.440
C 3.858 -1.692 3.782
C 2.739 -1.632 4.567
C 1.507 -1.175 4.057
C 0.319 -1.182 4.818
C -0.853 -0.720 4.291
C -0.864 -0.142 3.008
C 0.274 -0.085 2.258
C 1.463 -0.675 2.724
H 7.868 0.641 -1.299
H 6.658 2.249 0.125
H 4.308 1.802 0.766
H 4.372 -1.820 -1.520
H 6.741 -1.402 -2.096
H 1.661 -3.092 0.766
H 0.889 -4.851 -0.779
H 0.627 -4.370 -3.182
H 1.095 -2.101 -4.049
H 1.882 -0.343 -2.508
H 4.675 -1.394 1.816
H 4.793 -2.046 4.185
H 2.784 -1.930 5.603
H 0.342 -1.573 5.825
H -1.774 -0.759 4.854
H -1.795 0.280 2.636
I 2.230 2.925 -1.849
C 0.393 2.778 -0.772
H -0.390 2.656 -1.508
H 0.256 3.703 -0.229
C -7.805 -0.106 0.316
C -7.000 0.255 1.385
C -5.626 0.304 1.226
C -5.058 0.004 -0.002
C -5.858 -0.369 -1.069
C -7.234 -0.417 -0.906
Sb -2.898 0.210 -0.163
C -2.582 -0.161 -2.266
C -2.786 -1.441 -2.758
C -2.540 -1.717 -4.092
C -2.072 -0.719 -4.931
C -1.850 0.554 -4.434
C -2.095 0.829 -3.101
C -2.944 2.369 -0.034
C -3.557 3.137 -1.009
C -3.552 4.518 -0.899
C -2.991 5.125 0.211
C -2.424 4.354 1.211
C -2.382 2.977 1.075
H -8.876 -0.150 0.441
H -7.435 0.489 2.345
H -4.994 0.580 2.061
H -5.419 -0.619 -2.027
H -7.859 -0.706 -1.738
H -3.150 -2.223 -2.102
H -2.717 -2.710 -4.477
H -1.878 -0.933 -5.970
H -1.491 1.338 -5.083
H -1.927 1.825 -2.717
H -4.040 2.664 -1.852
H -3.982 5.123 -1.683
H -3.012 6.200 0.307
H -2.000 4.821 2.087
H -1.913 2.372 1.840

Summary:
HOMO level (alpha / beta) (Ha): -0.38843 / -0.38845
Electronic energy (eV): -70663.55422
Net charge: +1
ΔE to the lowest compared entry with this formula, charge and spin (kcal/mol): 0.8
Gap between HOMO and LUMO (alpha / beta) (eV): 4.929 / 4.930